(1)
The following is a DFT calculation (ωB97M-V/def2-TZVPD) of a structure of composition C46H36N3O3PdS2.

Properties
- frontier orbital gap (hartree) = 0.2335
- HOMO energy (Ha) = -0.1461
- energy relative to the best compared isomer or geometry (same formula, charge and spin) (eV) = 0.511
- electronic energy (Eh) = -3088.85355
- total charge = -1

Each line ends with the Mulliken charge.
Element x y z (Å)
N  3.993  -0.311  -0.072  0.067
C  -1.215  -6.414  1.579  -1.691
C  -1.448  3.417  -1.993  0.300
C  4.343  0.097  -4.859  -0.262
C  0.412  -4.549  1.138  -0.868
C  -2.128  -2.009  2.698  -0.908
C  -0.623  3.490  -0.881  -0.187
C  2.164  -1.782  3.413  -0.030
C  -1.037  -0.316  3.995  -0.702
H  1.751  -2.915  0.707  0.609
C  2.407  0.874  -3.726  0.132
C  4.156  0.035  3.501  -0.823
H  5.339  -1.494  1.029  0.370
H  0.915  -4.807  2.064  0.394
H  -1.832  -1.927  0.594  0.559
C  0.875  1.962  1.789  -0.641
C  -0.742  -0.356  1.584  1.192
H  0.588  1.823  3.884  0.336
H  1.526  2.828  1.822  0.765
C  3.067  0.638  -4.919  -1.033
C  -4.072  2.026  -0.085  -0.854
C  -0.473  0.241  2.833  1.607
H  -4.261  6.495  -1.802  0.355
C  3.886  -0.706  2.353  0.712
O  1.952  3.473  -0.430  -0.823
C  4.147  0.076  -2.474  0.674
C  0.599  1.415  0.489  -0.132
C  -0.953  4.321  0.178  -0.596
C  2.375  -1.102  4.602  -0.708
H  -5.820  2.300  -1.335  0.432
H  5.887  -0.588  -3.501  0.487
C  0.233  -3.155  -0.795  -0.159
H  -2.242  -6.669  1.317  0.368
H  -2.768  -2.881  2.636  0.453
C  -0.866  -3.881  -1.229  -0.524
C  -4.273  5.744  -1.009  -1.529
H  -4.456  6.257  -0.065  0.358
C  4.753  -0.569  1.134  -0.901
H  -2.250  1.616  0.923  0.251
H  1.407  1.301  -3.720  0.196
H  -1.184  -6.165  2.640  0.367
C  -2.601  -0.395  -3.205  -1.177
C  3.399  -0.170  4.642  -0.511
H  -4.955  0.896  -3.162  0.404
H  -0.982  -1.648  -3.854  0.722
C  -1.594  -1.473  1.548  -0.501
C  0.889  -3.489  0.378  0.168
O  6.024  -0.412  -1.135  -0.836
C  -1.398  -1.020  -3.076  -1.205
C  -2.130  5.052  0.130  -0.964
H  5.492  0.222  1.303  0.302
O  1.135  -2.320  -3.127  -0.947
H  3.598  0.397  5.543  0.393
C  -2.326  0.616  -0.995  1.492
H  4.955  0.765  3.483  0.364
H  2.591  0.869  -5.863  0.408
H  -3.276  4.076  -2.895  0.326
H  1.347  -2.495  3.332  0.152
C  -0.706  -5.272  0.742  1.116
C  -1.844  -1.427  3.939  -1.044
H  -2.398  5.692  0.964  0.288
S  0.894  -1.790  -1.757  1.277
H  -0.819  0.155  4.948  0.460
C  0.359  1.412  2.907  -1.126
C  -2.981  4.972  -0.969  0.991
C  4.786  -0.240  -1.131  -0.308
Pd  1.806  -0.209  -0.035  0.134
H  1.741  -1.289  5.459  0.457
H  -4.449  2.656  0.711  0.418
C  -2.622  4.153  -2.033  -0.576
H  4.899  -0.105  -5.767  0.398
H  -1.177  2.765  -2.817  0.332
H  -0.602  -7.307  1.434  0.352
H  -1.354  -3.620  -2.161  0.479
H  -2.207  -5.487  -0.778  0.337
C  4.895  -0.180  -3.623  -0.712
C  -2.845  1.443  0.036  -0.670
H  -2.267  -1.842  4.846  0.345
C  -0.643  -0.842  -1.897  1.118
C  -0.197  0.224  0.339  -1.233
C  -3.105  0.420  -2.160  1.160
H  -0.289  4.392  1.030  0.507
C  -1.336  -4.928  -0.455  -0.930
C  -4.371  1.050  -2.262  -1.025
N  2.901  -1.610  2.322  -0.148
H  -5.115  5.077  -1.204  0.272
C  -1.041  -0.007  -0.887  -0.278
H  -3.191  -0.515  -4.107  0.355
S  0.903  2.526  -0.904  0.674
C  -4.848  1.829  -1.249  -0.868
N  2.927  0.602  -2.534  0.248

Atoms 1-2, force components in eV/Å:
N 0.004 0.092 -0.187
C -0.001 -0.002 0.005

***

(2)
The following is a DFT calculation (ωB97M-V/def2-TZVPD) of a structure of composition C46H37ClFN4O2S2Sc.

Properties
- frontier orbital gap (hartree) = 0.2025
- HOMO energy (Ha) = -0.0539
- energy relative to the best compared isomer or geometry (same formula, charge and spin) (eV) = 0.188
- electronic energy (Eh) = -4262.01437
- total charge = -2

Each line ends with the Mulliken charge.
Element x y z (Å)
H  2.352  -4.138  -5.968  0.369
H  -4.616  2.960  -1.401  0.364
H  6.087  -2.520  -4.641  0.374
H  0.707  -2.469  4.295  0.438
C  -2.865  4.131  -1.036  -0.363
H  -5.945  4.844  -2.276  0.411
N  0.411  -1.996  -2.083  -1.089
N  0.504  -2.075  -0.696  0.694
C  0.750  1.648  4.756  -0.444
C  0.895  -2.641  2.178  0.193
C  2.541  0.694  2.680  -0.501
C  -1.513  2.889  3.707  0.872
H  1.494  -4.877  -1.471  0.451
C  2.208  -2.362  -4.777  0.443
C  -3.797  -0.618  -0.980  -0.073
C  1.656  -4.326  3.775  -0.515
H  -3.905  3.531  1.369  0.556
C  2.932  -1.401  -4.082  -0.014
C  1.366  -3.455  1.110  0.805
H  1.770  -4.652  4.804  0.387
C  4.319  -1.459  -4.038  -0.541
H  -1.933  3.461  5.718  0.381
C  3.959  -1.014  -0.368  -0.098
C  1.234  -3.072  -0.312  1.131
C  -2.208  -0.886  0.941  -1.497
C  -0.102  2.350  5.608  -1.154
C  -5.794  0.670  -0.776  0.368
C  1.957  -4.685  1.433  -1.047
F  -6.945  1.179  -1.333  -0.459
H  -3.626  3.467  3.843  0.287
N  -0.866  2.064  1.485  0.131
C  -2.797  3.303  3.161  -1.445
C  -2.317  5.411  -1.125  -0.270
H  2.410  -0.609  -3.560  0.389
H  0.364  -2.615  -5.836  0.537
H  3.009  1.084  3.592  0.347
H  0.333  -3.168  -4.153  0.235
N  1.300  0.889  2.472  0.608
H  5.833  -2.038  -0.494  0.465
H  -2.611  7.462  -1.673  0.357
C  -2.061  2.982  -0.489  0.230
Cl  7.056  -1.737  2.075  -0.313
C  -1.226  2.953  5.067  -0.587
C  -2.946  3.348  1.838  -0.348
H  4.812  -4.243  -5.894  0.364
C  4.292  -3.440  -5.385  -0.564
H  -1.131  2.901  -1.052  0.388
C  2.106  -5.135  2.731  -1.038
H  -4.950  7.113  -2.412  0.363
O  1.941  0.149  -0.070  -0.478
O  0.329  -1.503  2.001  0.444
H  0.091  2.384  6.673  0.361
H  2.081  -3.410  -2.259  -0.161
C  -4.925  5.013  -1.953  -0.708
H  -6.163  1.585  1.119  0.381
C  1.998  -3.920  -1.307  -1.593
C  3.040  -0.279  0.428  0.124
C  2.907  -3.378  -5.427  -0.344
C  -1.713  3.152  0.985  0.470
C  4.656  -0.470  2.259  -0.855
C  5.510  -1.179  1.449  0.028
Sc  -0.038  0.017  0.697  -0.671
H  -4.088  0.674  2.120  0.252
C  5.005  -2.476  -4.685  -0.559
H  4.863  -0.707  -3.479  0.474
C  1.068  -3.115  3.504  -0.935
H  -2.612  2.049  -0.623  -0.749
C  3.417  -0.035  1.781  0.445
C  -0.074  -0.914  -2.573  0.506
H  2.996  -4.124  -0.921  0.462
C  -4.331  0.441  1.090  0.057
C  -4.178  3.950  -1.462  0.036
H  -1.982  -1.892  0.575  0.558
H  2.569  -6.094  2.926  0.358
H  -1.121  4.087  1.071  0.315
H  3.664  -1.233  -1.387  0.260
S  -0.155  -0.865  -4.363  -0.237
C  5.159  -1.463  0.130  -0.639
C  -3.058  6.476  -1.613  -0.819
C  -5.496  0.958  0.538  -0.464
S  -0.628  0.537  -1.865  -0.423
H  -2.250  -0.906  2.036  0.434
C  0.499  1.581  3.399  0.793
C  -4.369  6.282  -2.029  -0.349
H  1.607  1.123  5.163  0.386
H  -5.202  -0.304  -2.585  0.411
H  2.307  -5.325  0.635  0.349
C  -3.441  -0.370  0.362  -0.050
H  4.934  -0.260  3.286  0.401
H  -3.127  -1.211  -1.592  0.291
C  0.697  -2.385  -4.821  -0.910
H  -1.293  5.569  -0.806  0.372
C  -0.643  2.196  2.812  -0.060
C  -4.955  -0.109  -1.548  -0.548

Atoms 1-2, force components in eV/Å:
H -0.005 -0.003 -0.002
H 0.009 -0.004 0.003

***

(3)
The following is a DFT calculation (ωB97M-V/def2-TZVPD) of a structure of composition C46H37GaN4O3P2S.

Properties
- frontier orbital gap (hartree) = 0.2715
- HOMO energy (Ha) = -0.4551
- energy relative to the best compared isomer or geometry (same formula, charge and spin) (eV) = 0.000
- electronic energy (Eh) = -5225.17105
- total charge = +2

Each line ends with the Mulliken charge.
Element x y z (Å)
H  -5.778  -1.303  -1.452  0.496
O  0.539  1.935  0.337  -0.570
H  -2.171  7.681  2.953  0.200
C  -3.365  0.092  2.880  -0.860
H  -0.704  8.104  3.731  0.205
C  0.609  5.906  3.237  -0.929
H  -1.497  3.398  1.183  0.245
C  1.311  -3.726  2.342  -0.966
C  -0.785  -4.105  -1.739  -0.988
P  1.700  -1.517  0.653  2.545
H  2.564  0.192  -1.436  0.835
C  3.138  -1.049  -3.086  -0.867
H  -3.280  1.076  4.800  0.469
H  -3.426  -1.773  -2.026  0.465
C  -5.033  -0.526  -1.343  -0.664
H  -4.746  2.729  -0.444  0.529
C  0.530  -4.717  2.918  -0.898
H  6.060  -0.305  4.018  0.425
N  -1.326  0.192  1.715  0.929
H  3.397  -0.213  -3.721  0.507
H  1.853  3.377  -3.893  0.506
H  -0.349  -3.755  -5.087  0.463
H  6.443  -0.763  1.623  0.454
C  -0.503  -3.476  -4.054  -1.015
H  1.198  6.613  3.806  0.346
C  2.867  -0.890  3.082  -0.048
H  2.249  -4.045  -0.797  0.436
C  0.211  2.825  -5.159  -0.618
C  -0.715  6.227  2.892  1.014
H  -0.537  -5.497  -3.339  0.458
C  0.625  1.872  -2.992  0.098
C  -0.931  2.044  -5.296  -0.795
C  -2.612  -0.197  1.773  0.169
H  1.868  -0.908  3.494  0.458
N  0.560  1.123  2.669  -0.484
H  -2.204  0.587  -4.382  0.489
C  -0.605  -4.451  -3.072  -0.730
H  1.206  1.850  -2.080  0.362
C  -0.779  0.872  2.764  0.448
C  -3.709  -0.790  -1.669  -0.491
C  0.405  3.799  2.118  -0.275
H  0.947  -5.343  3.695  0.497
C  -2.758  0.216  -1.541  -0.118
Ga  0.030  0.110  0.281  1.880
H  -6.436  0.936  -0.646  0.453
C  -5.402  0.734  -0.893  -0.743
H  2.183  4.465  3.123  0.504
H  -0.520  -1.375  -4.470  0.553
C  5.442  -0.799  2.029  -0.778
C  5.225  -0.544  3.374  -0.675
H  -2.388  2.277  -1.021  0.452
C  2.654  -0.824  -1.808  -0.017
N  -1.264  7.403  3.279  -0.445
H  3.114  -4.439  -3.076  0.463
P  -1.001  -0.066  -1.848  2.384
C  4.374  -1.104  1.199  -0.787
C  -0.912  4.098  1.768  -0.312
H  4.551  -1.306  0.151  0.336
H  -0.842  -4.869  -0.977  0.530
S  1.100  2.261  1.748  1.592
H  0.491  3.510  -5.949  0.447
C  -1.298  1.174  -4.285  -0.560
C  -0.812  -1.771  -2.381  0.258
C  -3.130  1.487  -1.098  -0.264
H  -4.396  -0.219  2.954  0.490
C  2.325  -1.903  -0.987  -0.312
C  -0.529  -3.139  0.922  -1.393
H  3.677  -2.532  -4.537  0.444
C  -1.466  5.297  2.147  -0.832
C  0.786  -2.917  1.335  0.304
C  -0.606  -2.138  -3.708  -0.897
C  3.940  -0.594  3.901  -0.895
O  -1.053  -2.326  -0.092  -0.395
C  -0.786  -4.893  2.514  -0.765
H  -1.541  2.123  -6.186  0.454
C  1.162  4.705  2.859  -0.565
C  3.295  -2.352  -3.541  -0.775
H  3.776  -0.393  4.951  0.473
H  2.326  -3.570  2.682  0.626
H  -2.484  5.538  1.867  0.341
O  2.523  2.306  1.772  -0.823
C  2.495  -3.207  -1.438  -0.593
H  -3.000  -0.739  0.921  0.345
C  -0.879  -2.767  -1.406  0.149
H  -1.399  -5.654  2.978  0.494
C  0.982  2.747  -4.009  -1.237
C  -4.452  1.743  -0.776  -0.599
C  -2.736  0.804  3.902  -0.654
C  2.979  -3.427  -2.719  -0.677
C  -0.505  1.072  -3.139  0.728
H  -2.346  -4.229  1.172  0.622
C  3.085  -1.147  1.727  0.695
C  -1.326  -4.099  1.509  -0.197
N  -1.469  1.189  3.852  -0.555

Atoms 1-2, force components in eV/Å:
H 0.001 -0.002 0.001
O 0.094 0.082 0.084